Formula: C3H4O4
Source: the Open Molecules 2025 dataset
Level of theory: wB97M-V/def2-TZVPD

Its SMILES is O=C(O)C(=O)CO. For the orbital gap, the calculation gives 9.7 eV. The HOMO energy is -0.374 Eh. Its net charge is 0.

Structure (XYZ):
```
11
C3H4O4 wB97M-V/def2-TZVPD
O 1.332 0.774 0.976
C 0.683 0.936 -0.040
O 0.730 2.065 -0.756
C 0.007 -0.263 -0.826
O -0.156 -0.237 -2.030
C -0.593 -1.303 0.138
O -1.500 -0.739 1.049
H 1.349 2.663 -0.292
H -1.107 -2.055 -0.471
H 0.234 -1.781 0.676
H -0.979 -0.059 1.575
```

Formula: C2H4ClN3
Source: the Open Molecules 2025 dataset
Level of theory: wB97M-V/def2-TZVPD

Its SMILES is C=N/C(N)=N/Cl. For the orbital gap, the calculation gives 9.5 eV. The HOMO energy is -0.343 Eh. Its net charge is 0.

Structure (XYZ):
```
10
C2H4ClN3 wB97M-V/def2-TZVPD
C 1.382 -1.372 0.149
N 0.877 -0.316 -0.449
C -0.392 0.240 -0.091
N -0.331 1.745 -0.198
N -1.300 -0.667 0.121
Cl -2.859 -0.098 0.461
H 2.184 -1.774 -0.483
H 0.957 -2.010 0.898
H 0.590 2.004 -0.470
H -1.108 2.249 0.061
```

Formula: C23H51N5O7
Source: the Open Molecules 2025 dataset
Level of theory: wB97M-V/def2-TZVPD

Its SMILES is CN(C)C=O.CN(C)C=O.CN(C)C=O.CN(C)C=O.CN(C)C=O.C1CCOC1.C1CCOC1. For the orbital gap, the calculation gives 9.2 eV. The HOMO energy is -0.328 Eh. Its net charge is 0.

Structure (XYZ):
```
86
C23H51N5O7 wB97M-V/def2-TZVPD
C 1.521 -2.130 -4.665
N 0.108 -2.402 -4.589
C -0.747 -1.690 -5.509
C -0.407 -3.196 -3.625
O -1.604 -3.304 -3.424
H 2.034 -2.565 -5.527
H 2.046 -2.431 -3.759
H 1.647 -1.045 -4.745
H -1.819 -1.837 -5.506
H -0.548 -0.618 -5.597
H -0.450 -2.042 -6.510
H 0.378 -3.649 -2.994
C 3.301 0.713 0.990
N 4.334 -0.102 0.367
C 3.825 -1.260 -0.350
C 5.606 0.319 0.303
O 6.058 1.375 0.687
H 2.778 0.195 1.790
H 2.626 1.163 0.263
H 3.807 1.549 1.480
H 3.061 -1.779 0.223
H 3.466 -0.966 -1.339
H 4.664 -1.940 -0.528
H 6.254 -0.424 -0.200
C 2.598 -3.652 2.518
N 1.515 -2.802 2.929
C 0.159 -3.268 2.650
C 1.655 -1.608 3.526
O 0.737 -0.879 3.845
H 2.817 -3.719 1.443
H 2.383 -4.666 2.852
H 3.534 -3.223 2.887
H -0.155 -3.033 1.629
H 0.152 -4.355 2.736
H -0.594 -2.829 3.295
H 2.707 -1.396 3.785
C 2.708 4.028 -0.984
N 2.852 3.417 -2.313
C 4.191 2.963 -2.634
C 1.764 3.086 -3.036
O 1.824 2.418 -4.064
H 3.141 3.306 -0.290
H 1.705 4.339 -0.710
H 3.300 4.949 -0.981
H 4.823 3.823 -2.844
H 4.554 2.333 -1.820
H 4.146 2.347 -3.530
H 0.813 3.503 -2.682
C -4.263 0.564 -2.006
N -4.702 -0.678 -1.431
C -4.871 -0.646 -0.006
C -4.984 -1.761 -2.196
O -5.459 -2.791 -1.767
H -4.974 1.395 -1.911
H -4.133 0.504 -3.089
H -3.319 0.917 -1.581
H -3.930 -0.656 0.555
H -5.389 0.269 0.296
H -5.476 -1.453 0.403
H -4.695 -1.575 -3.243
C -2.848 2.746 5.041
C -4.254 2.745 5.641
C -4.840 1.348 5.277
O -4.006 0.855 4.217
C -2.701 1.387 4.352
H -2.070 2.855 5.795
H -2.682 3.563 4.336
H -4.912 3.465 5.162
H -4.133 2.947 6.703
H -5.798 1.523 4.791
H -4.857 0.581 6.052
H -2.131 1.376 3.425
H -2.149 0.727 5.037
C -0.229 -0.872 -0.476
C -0.238 0.126 0.691
C -0.372 1.474 -0.057
O -0.424 1.192 -1.456
C 0.233 -0.030 -1.669
H -1.245 -1.248 -0.611
H 0.413 -1.746 -0.332
H 0.683 0.057 1.258
H -1.084 0.004 1.363
H 0.491 2.121 0.141
H -1.283 2.036 0.146
H 1.328 0.111 -1.639
H 0.033 -0.445 -2.656
```

Formula: C2H12NO2
Source: the Open Molecules 2025 dataset
Level of theory: wB97M-V/def2-TZVPD

For the orbital gap (spin up / spin down), the calculation gives 12.7 / 4.0 eV. The HOMO energy (spin up / spin down) is -0.741 / -0.733 Eh. Its expectation value of S² is 0.7536. Its net charge is +2. Its spin multiplicity is 2.

Structure (XYZ):
```
17
C2H12NO2 wB97M-V/def2-TZVPD
C -0.034 -0.747 2.146
C -0.275 -1.050 0.759
N -0.299 0.111 -0.158
H -0.008 -1.624 2.799
H 0.992 -0.202 2.291
H -0.530 0.111 2.689
H 0.402 -1.829 0.395
H -1.283 -1.553 0.694
H -1.011 0.822 -0.020
H -0.273 -0.166 -1.186
H 0.640 0.558 -0.072
H 2.007 2.848 -0.246
H 0.702 2.795 -0.982
O 1.122 2.446 -0.169
H -0.441 -1.586 -2.781
H -1.208 -0.311 -3.367
O -0.503 -0.624 -2.791
```

Formula: C5H9N
Source: the Open Molecules 2025 dataset
Level of theory: wB97M-V/def2-TZVPD

For the orbital gap (spin up / spin down), the calculation gives 8.1 / 8.1 eV. The HOMO energy (spin up / spin down) is -0.300 / -0.300 Eh. Its net charge is 0.

Structure (XYZ):
```
15
C5H9N wB97M-V/def2-TZVPD
C -0.238 -0.998 -0.814
C 1.833 -0.210 -1.068
C 0.841 -0.260 -0.111
N -0.043 1.210 0.523
C -0.846 0.746 1.672
C -1.345 0.889 0.312
H -0.387 -0.739 -1.863
H -0.327 -2.067 -0.623
H 2.879 -0.390 -0.831
H 1.606 0.096 -2.084
H 1.153 -0.670 0.849
H -0.677 -0.274 2.036
H -1.039 1.479 2.454
H -2.099 1.495 -0.184
H -1.311 -0.306 -0.267
```

Computed values of energy relative to the best compared isomer or geometry (same formula, charge and spin) (unit: eV) for the preceding records, in sequence: 0.9055; 0.6736; 0.8611; 0.5387; 6.1031.
Computed values of total energy (unit: eV) for the preceding records, in sequence: -11365.107; -19129.221; -46459.519; -7831.664; -6814.892.